(1)
Here is a cluster of 5 separate species, H10O5 in total from OMol25. Energies are from ωB97M-V/def2-TZVPD.

Each line ends with the Löwdin charge.
Atoms and positions in Å:
O: 10.90 4.28 -12.01  -0.050
H: 11.35 4.03 -11.20  0.059
H: 11.19 5.18 -12.17  -0.004
O: 9.01 2.43 -12.29  -0.059
H: 8.96 2.69 -13.21  -0.002
H: 9.77 2.90 -11.95  -0.023
O: 11.72 6.88 -12.07  -0.023
H: 12.49 7.18 -12.55  0.074
H: 11.07 7.57 -12.19  0.079
O: 12.93 6.16 -9.46  -0.052
H: 12.80 6.46 -10.36  -0.019
H: 13.59 6.75 -9.10  0.032
O: 9.85 4.11 -15.04  -0.046
H: 9.51 4.12 -14.14  -0.006
H: 10.62 3.55 -15.00  0.039

Results
- spin multiplicity = 1
- F_max (Eh/bohr) = 0.0175
- SMILES = O.O.O.O.O
- ΔE to the lowest compared entry with this formula, charge and spin (eV) = 1.1030
- orbital gap (eV) = 10.699



(2)
Here is a cluster of 2 separate species, C12H16N5O in total at a distorted geometry from OMol25. Energies are from ωB97M-V/def2-TZVPD.

Each line ends with the Löwdin charge.
Atoms and positions in Å:
C: 1.04 0.42 0.83  0.030
C: 0.51 1.13 -0.15  -0.170
C: -0.92 0.91 -0.59  -0.143
C: -1.77 2.20 -0.55  -0.224
C: -2.77 2.26 -1.69  -0.071
N: -3.94 1.50 -1.18  0.076
O: -3.96 0.06 -1.40  0.055
C: -3.76 -0.22 -2.67  -0.302
N: -3.42 -0.44 -3.74  0.225
C: -3.86 1.63 0.21  -0.289
N: -4.84 1.10 0.98  0.194
N: -2.74 2.25 0.61  0.209
H: 0.42 -0.28 1.37  0.070
H: 2.09 0.46 1.07  0.040
H: 1.11 1.88 -0.67  0.109
H: -1.37 0.15 0.05  0.118
H: -0.95 0.55 -1.62  0.122
H: -1.16 3.09 -0.46  0.158
H: -3.15 3.29 -1.69  0.146
H: -2.46 2.12 -2.72  0.144
H: -5.65 1.61 1.28  0.134
H: -4.69 0.17 1.35  0.136
H: -2.97 3.18 0.97  0.194
N: 3.74 -1.37 0.30  0.041
C: 3.72 -2.56 -0.29  -0.153
C: 4.33 -3.69 0.23  -0.068
C: 5.01 -3.58 1.43  -0.073
C: 5.05 -2.34 2.06  -0.068
C: 4.40 -1.28 1.46  -0.163
H: 3.18 -2.61 -1.24  0.103
H: 4.28 -4.64 -0.30  0.104
H: 5.51 -4.43 1.87  0.109
H: 5.57 -2.21 3.00  0.104
H: 4.40 -0.30 1.92  0.101

Results
- spin multiplicity = 1
- F_max (Eh/bohr) = 0.0370
- ΔE to the lowest compared entry with this formula, charge and spin (eV) = 0.0000
- orbital gap (eV) = 5.578
- total charge = +1



(3)
Here is a cluster of 5 separate species, C23H52ClO21P6 in total at a distorted geometry from OMol25. Energies are from ωB97M-V/def2-TZVPD.

Each line ends with the Löwdin charge.
Atoms and positions in Å:
C: 1.38 -4.93 -1.67  0.004
C: 2.33 -3.90 -2.25  -0.522
O: 3.52 -4.16 -2.34  0.051
O: 1.91 -2.69 -2.63  -0.042
C: 0.59 -2.61 -3.23  -0.242
P: -0.70 -1.98 -1.97  0.597
C: 0.34 -0.46 -1.46  -0.245
C: 0.44 0.68 -2.24  -0.089
C: 1.18 1.78 -1.82  -0.104
C: 1.83 1.72 -0.61  -0.129
C: 1.76 0.59 0.18  -0.103
C: 1.02 -0.51 -0.25  -0.092
O: -1.62 -1.12 -3.16  -0.305
C: -2.62 -0.32 -2.63  -0.308
C: -2.67 -0.46 -1.08  -0.600
P: -4.47 -0.80 -0.71  0.583
O: -5.21 0.69 -0.65  -0.380
Cl: -4.59 -1.48 1.26  0.164
O: -1.90 -1.54 -0.73  -0.351
H: 1.99 -5.75 -1.30  0.078
H: 0.80 -4.53 -0.84  0.071
H: 0.69 -5.32 -2.41  0.083
H: 0.63 -1.88 -4.03  0.086
H: 0.25 -3.57 -3.61  0.073
H: -0.02 -2.67 -0.91  0.001
H: -1.49 -3.18 -2.19  0.024
H: -0.09 0.72 -3.19  0.096
H: 1.20 2.66 -2.45  0.091
H: 2.40 2.58 -0.27  0.088
H: 2.27 0.52 1.13  0.092
H: 0.98 -1.39 0.37  0.095
H: -3.59 -0.47 -3.13  0.085
H: -2.35 0.74 -2.78  0.102
H: -2.44 0.47 -0.54  0.111
H: -5.37 0.98 -1.55  0.039
C: -7.33 1.43 5.55  -0.096
O: -7.37 2.56 4.65  -0.217
P: -6.04 3.49 4.51  0.466
O: -6.52 4.71 3.84  -0.241
O: -5.26 2.46 3.55  -0.246
C: -5.82 2.16 2.26  -0.099
O: -4.65 3.87 5.26  -0.202
C: -4.56 3.72 6.70  -0.094
H: -8.25 0.87 5.41  0.089
H: -6.48 0.79 5.32  0.092
H: -7.27 1.77 6.59  0.080
H: -6.49 2.94 1.92  0.085
H: -6.35 1.21 2.31  0.077
H: -4.99 2.05 1.56  0.072
H: -4.71 2.69 7.00  0.082
H: -5.29 4.37 7.20  0.088
H: -3.56 4.03 6.99  0.088
C: -9.49 8.34 2.19  -0.097
O: -10.14 8.74 3.41  -0.218
P: -9.24 8.92 4.75  0.419
O: -10.19 8.95 5.86  -0.247
O: -8.67 10.39 4.36  -0.252
C: -9.59 11.47 4.28  -0.117
O: -7.82 8.42 5.28  -0.200
C: -7.25 7.20 4.70  -0.099
H: -10.22 8.40 1.39  0.086
H: -8.66 9.02 1.96  0.090
H: -9.11 7.32 2.26  0.082
H: -10.49 11.27 4.86  0.082
H: -9.86 11.65 3.24  0.082
H: -9.09 12.35 4.68  0.084
H: -7.08 7.32 3.64  0.077
H: -7.90 6.35 4.88  0.075
H: -6.30 7.02 5.19  0.082
C: 5.75 -4.09 -4.53  -0.088
O: 6.10 -3.92 -5.92  -0.206
P: 7.32 -2.93 -6.27  0.421
O: 7.24 -2.65 -7.71  -0.244
O: 8.51 -3.95 -5.87  -0.260
C: 8.66 -5.13 -6.66  -0.114
O: 8.07 -1.69 -5.56  -0.208
C: 7.36 -0.93 -4.55  -0.088
H: 5.01 -4.88 -4.45  0.086
H: 6.63 -4.38 -3.95  0.081
H: 5.33 -3.18 -4.12  0.076
H: 8.22 -5.01 -7.65  0.082
H: 8.20 -5.98 -6.16  0.084
H: 9.73 -5.32 -6.76  0.083
H: 7.09 -1.56 -3.70  0.079
H: 6.47 -0.47 -4.97  0.095
H: 8.03 -0.15 -4.20  0.085
C: 9.30 -5.25 -1.49  -0.098
O: 8.49 -6.42 -1.22  -0.218
P: 8.04 -6.73 0.31  0.429
O: 7.58 -8.12 0.30  -0.241
O: 6.87 -5.64 0.37  -0.245
C: 5.73 -5.81 -0.49  -0.090
O: 8.53 -6.38 1.81  -0.206
C: 9.90 -6.00 2.04  -0.101
H: 9.38 -5.14 -2.57  0.084
H: 8.83 -4.36 -1.08  0.091
H: 10.30 -5.37 -1.06  0.078
H: 5.61 -6.84 -0.80  0.088
H: 5.84 -5.17 -1.37  0.068
H: 4.85 -5.49 0.05  0.087
H: 10.15 -5.09 1.49  0.079
H: 10.58 -6.80 1.74  0.089
H: 10.02 -5.81 3.10  0.086

Results
- spin multiplicity = 1
- F_max (Eh/bohr) = 0.1079
- orbital gap (eV) = 6.688
- total charge = -1



(4)
Here is the ion C9H18N3 with charge +1 at a distorted geometry from OMol25. Energies are from ωB97M-V/def2-TZVPD.

Each line ends with the Löwdin charge.
Atoms and positions in Å:
C: 0.27 -2.18 -0.64  -0.087
N: -0.64 -1.10 -0.28  -0.185
C: -1.73 -1.64 0.57  -0.063
C: 0.11 0.05 0.44  -0.230
N: 1.52 -0.01 0.26  -0.119
C: 2.47 -0.33 1.27  -0.036
C: 3.68 0.07 0.78  -0.031
C: 3.47 0.59 -0.59  -0.017
C: 2.12 0.56 -0.82  -0.118
N: -0.47 1.34 -0.05  -0.123
C: -1.43 1.19 -1.21  0.047
C: -1.22 1.97 0.96  -0.045
H: 0.88 -2.06 -1.49  0.065
H: 0.98 -2.57 0.16  0.117
H: -0.33 -3.01 -0.99  0.094
H: -1.58 -2.56 1.13  0.095
H: -1.97 -0.75 1.28  0.093
H: -2.57 -1.77 -0.06  0.073
H: 0.01 -0.12 1.61  0.200
H: 2.12 -0.77 2.16  0.108
H: 4.61 -0.20 1.22  0.096
H: 4.21 1.10 -1.14  0.089
H: 1.52 0.73 -1.72  0.135
H: 0.33 1.87 -0.25  0.147
H: -2.38 0.70 -0.85  0.137
H: -1.78 2.13 -1.43  0.072
H: -0.94 0.67 -2.00  0.102
H: -1.78 2.82 0.51  0.123
H: -1.94 1.20 1.33  0.109
H: -0.64 2.47 1.80  0.153

Results
- spin multiplicity = 1
- F_max (Eh/bohr) = 0.0968
- SMILES = CN(C)[C@@H](n1cccc1)[NH+](C)C
- ΔE to the lowest compared entry with this formula, charge and spin (eV) = 2.3885
- orbital gap (eV) = 9.707
- total charge = +1



(5)
Here is the molecule C25H28N4O5 at a distorted geometry from OMol25. Energies are from ωB97M-V/def2-TZVPD.

Each line ends with the Löwdin charge.
Atoms and positions in Å:
C: -2.75 3.03 -4.39  -0.086
O: -1.76 2.85 -3.41  -0.081
C: -0.45 3.03 -3.76  -0.257
C: -0.01 3.44 -5.01  -0.017
C: 1.35 3.59 -5.25  -0.071
C: 2.27 3.32 -4.26  -0.030
C: 1.84 2.90 -3.00  -0.136
C: 2.82 2.56 -1.99  -0.116
O: 4.12 2.92 -2.22  0.095
C: 4.82 2.42 -1.21  -0.163
N: 4.12 1.76 -0.36  0.138
C: 2.82 1.84 -0.81  -0.107
C: 1.75 1.16 -0.05  -0.413
O: 0.57 1.44 -0.11  0.076
N: 2.26 0.17 0.73  0.125
C: 1.50 -0.64 1.59  -0.174
C: 1.90 -0.81 2.90  -0.015
C: 1.15 -1.53 3.80  -0.030
C: -0.07 -2.10 3.41  -0.224
N: -0.80 -2.84 4.34  -0.101
C: -1.96 -3.60 3.93  -0.142
C: -3.23 -2.74 3.98  -0.187
O: -3.43 -2.22 5.28  -0.133
C: -2.31 -1.46 5.69  -0.184
C: -1.02 -2.30 5.67  -0.136
C: -0.45 -1.97 2.08  0.049
C: 0.33 -1.28 1.14  -0.158
N: -0.06 -1.20 -0.19  -0.105
C: -1.44 -1.38 -0.57  -0.141
C: -1.67 -0.66 -1.90  -0.179
O: -0.82 -1.17 -2.91  -0.123
C: 0.53 -0.99 -2.54  -0.178
C: 0.84 -1.69 -1.22  -0.121
C: 0.47 2.77 -2.75  0.059
H: -2.77 4.06 -4.76  0.095
H: -3.69 2.81 -3.89  0.093
H: -2.61 2.34 -5.23  0.098
H: -0.71 3.64 -5.81  0.102
H: 1.68 3.91 -6.22  0.106
H: 3.33 3.43 -4.46  0.111
H: 5.88 2.58 -1.17  0.136
H: 3.26 0.21 0.88  0.131
H: 2.83 -0.35 3.22  0.115
H: 1.51 -1.66 4.81  0.104
H: -1.81 -4.03 2.94  0.119
H: -2.08 -4.42 4.65  0.129
H: -4.12 -3.34 3.76  0.126
H: -3.16 -1.92 3.25  0.121
H: -2.53 -1.11 6.70  0.125
H: -2.18 -0.59 5.02  0.131
H: -0.18 -1.68 5.98  0.110
H: -1.12 -3.13 6.36  0.129
H: -1.36 -2.43 1.73  0.090
H: -2.08 -0.93 0.19  0.131
H: -1.69 -2.45 -0.69  0.131
H: -2.69 -0.82 -2.26  0.126
H: -1.48 0.41 -1.76  0.117
H: 1.13 -1.42 -3.35  0.129
H: 0.75 0.08 -2.45  0.105
H: 1.87 -1.51 -0.93  0.122
H: 0.69 -2.78 -1.35  0.133
H: 0.12 2.48 -1.78  0.104

Results
- spin multiplicity = 1
- F_max (Eh/bohr) = 0.0266
- SMILES = COc1cccc(-c2ocnc2C(=O)Nc2ccc(N3CCOCC3)cc2N2CCOCC2)c1
- ΔE to the lowest compared entry with this formula, charge and spin (eV) = 3.4454
- orbital gap (eV) = 7.646



(6)
Here is the molecule C6H8N2S at a distorted geometry from OMol25. Energies are from ωB97M-V/def2-TZVPD.

Each line ends with the Löwdin charge.
Atoms and positions in Å:
C: 0.99 1.11 0.10  -0.029
C: -0.38 0.58 0.65  -0.209
N: -0.01 -1.14 1.11  0.105
C: -0.37 -1.74 -0.07  -0.411
C: -0.18 -2.99 -0.63  -0.349
S: -1.27 -3.24 -1.99  0.916
C: -1.67 -1.55 -1.97  -0.373
C: -1.18 -0.89 -0.89  -0.329
N: -1.29 0.44 -0.40  0.020
H: 1.80 0.52 0.41  0.047
H: 1.15 2.13 0.35  0.060
H: 0.84 0.99 -0.95  0.073
H: -0.71 1.02 1.62  0.137
H: 0.95 -1.22 1.31  0.061
H: 0.47 -3.78 -0.24  0.067
H: -2.53 -1.39 -2.58  0.048
H: -2.26 0.81 -0.53  0.167

Results
- spin multiplicity = 1
- F_max (Eh/bohr) = 0.0795
- SMILES = CC1Nc2cscc2N1
- ΔE to the lowest compared entry with this formula, charge and spin (eV) = 2.1245
- orbital gap (eV) = 8.395



(7)
Here is a structure of composition C14H18IN3Pt at a distorted geometry from OMol25. Energies are from ωB97M-V/def2-TZVPD.

Each line ends with the Löwdin spin population.
Atoms and positions in Å:
C: 2.53 -1.41 0.20  0.248
C: 0.90 -3.08 0.05  0.017
H: 2.96 -1.69 -0.78  0.013
H: 2.96 -1.99 1.09  0.006
H: 2.46 -0.23 0.36  0.076
H: -0.27 -3.06 0.16  0.004
H: 1.27 -3.43 -0.99  0.008
H: 1.44 -3.62 0.88  0.001
Pt: 0.64 -1.23 0.26  0.517
C: 0.65 -1.23 2.33  0.019
H: -0.31 -1.61 2.67  0.000
H: 0.84 -0.24 2.74  0.002
H: 1.47 -1.91 2.56  0.004
I: 0.55 -0.60 -2.44  0.925
C: 1.13 4.66 0.01  0.212
C: -0.13 4.45 0.58  -0.004
C: -0.57 3.13 0.81  0.158
C: 0.26 2.05 0.45  0.172
C: 1.51 2.28 -0.11  0.105
C: 1.94 3.59 -0.33  0.048
N: -0.20 0.73 0.66  0.475
N: -1.43 0.76 1.12  0.471
C: -2.23 -0.29 0.83  0.036
C: -3.65 -0.29 1.06  0.156
C: -4.41 -1.35 0.52  -0.007
C: -3.70 -2.33 -0.18  0.133
C: -2.31 -2.29 -0.28  0.037
N: -1.55 -1.32 0.31  0.147
H: 1.49 5.70 -0.19  0.007
H: -0.77 5.29 0.86  -0.003
H: -1.54 2.96 1.27  0.006
H: 2.10 1.42 -0.39  0.006
H: 2.92 3.75 -0.77  -0.001
H: -4.12 0.50 1.57  0.007
H: -5.48 -1.43 0.59  -0.003
H: -4.20 -3.21 -0.66  0.005
H: -1.71 -3.04 -0.81  0.001

Results
- spin multiplicity = 5
- F_max (Eh/bohr) = 0.1390
- ⟨S²⟩ = 6.07
- ΔE to the lowest compared entry with this formula, charge and spin (eV) = 2.9245
- orbital gap (spin up / spin down) (eV) = 7.580 / 5.615
- total charge = +2



(8)
Here is the molecule C5H7BOS at a distorted geometry from OMol25. Energies are from ωB97M-V/def2-TZVPD.

Each line ends with the Löwdin charge.
Atoms and positions in Å:
C: -1.85 -1.46 -1.16  -0.118
C: -0.83 -0.64 -0.45  -0.696
C: 0.36 -0.24 -0.99  -0.156
C: 1.21 0.54 -0.17  -0.158
C: 0.86 0.87 1.07  -0.106
B: 1.28 1.62 2.32  -0.404
O: 2.45 2.28 2.24  0.110
S: -1.15 -0.15 1.16  0.899
H: -1.53 -1.69 -2.17  0.077
H: -2.02 -2.39 -0.62  0.078
H: -2.80 -0.92 -1.21  0.077
H: 0.63 -0.51 -2.00  0.104
H: 2.16 0.89 -0.55  0.124
H: 0.61 1.63 3.29  0.072
H: 2.73 2.77 3.01  0.096

Results
- spin multiplicity = 1
- F_max (Eh/bohr) = 0.0737
- SMILES = Cc1ccc(BO)s1
- ΔE to the lowest compared entry with this formula, charge and spin (eV) = 0.8902
- orbital gap (eV) = 8.702